Computed, not measured: the ion C4H9ClO3P with charge -1, with ωB97M-V/def2-TZVPD.

Results
Charge: -1
Highest occupied orbital energy (eV): -5.0
LUMO level (eV): 3.589
Spin multiplicity: 1
Orbital gap (eV): 8.6195
SMILES string: CC(C)(O)[P@](=O)([O-])CCl

Structure (XYZ):
```
18
Properties=species:S:1:pos:R:3:forces:R:3:lowdin_charge:R:1
C 0.368 1.000 -1.026 -3.542 -0.319 -1.243 -0.0881
C 0.794 0.078 0.074 0.087 0.447 0.246 -0.7075
C 0.144 -1.332 -0.013 2.165 1.085 -0.294 -0.0592
O 2.202 -0.054 -0.115 1.515 -1.671 -0.193 -0.1146
P 0.856 0.833 1.756 0.345 0.563 1.694 0.3446
O 1.405 2.247 1.829 -1.068 -1.507 -0.655 -0.3911
O 1.494 -0.278 2.557 -0.044 0.199 -0.144 -0.4044
C -0.940 0.728 2.301 -0.260 3.075 0.262 -0.6107
Cl -1.120 1.424 3.994 0.175 -0.215 -0.178 0.4080
H 0.738 2.009 -1.031 0.459 0.289 0.538 0.0537
H 0.702 0.522 -1.980 -0.623 0.363 0.405 0.0769
H -0.877 1.126 -0.998 3.228 -0.503 -0.270 0.1372
H 0.569 -1.788 0.848 0.143 -0.771 1.044 0.0408
H -0.934 -1.338 0.132 -0.015 -0.222 -0.912 0.0729
H 0.750 -1.805 -0.856 -1.851 0.274 0.382 0.1044
H 2.589 -0.782 0.460 -1.098 1.512 -0.511 0.1165
H -1.742 1.316 1.792 0.913 -0.623 -0.199 0.0353
H -1.208 -0.265 2.412 -0.530 -1.977 0.028 -0.0147
```
Positions in Å, forces in eV/Å.